ORCA calculation (the ωB97M-V functional and the def2-TZVPD basis) on a structure of composition C3H6O2.

XYZ file:
```
11
C3H6O2 (the ωB97M-V functional and the def2-TZVPD basis)
H 0.46 -0.80 -1.77
C -0.62 -0.40 0.91
H -0.95 -1.44 0.84
H 0.78 -1.07 -1.10
O 0.87 0.93 -0.21
H -1.02 0.03 1.85
O -1.23 0.33 -0.20
H 1.59 -0.12 1.41
C -0.25 1.00 -0.80
C 0.86 -0.21 0.62
H -0.48 1.76 -1.54
```

Summary:
Lowest unoccupied orbital energy (spin up / spin down) = 0.033 / 0.033 Eh
Kohn-Sham gap (spin up / spin down) = 7.9190 / 7.9204 eV
Multiplicity = 1
ΔE to the lowest compared entry with this formula, charge and spin = 504.30 kJ/mol
Electronic energy = -7298.45147 eV